Formula: C34H43F24NO16
Source: the Open Molecules 2025 dataset
Level of theory: ωB97M-V with the def2-TZVPD basis set

XYZ file:
```
118
Properties=species:S:1:pos:R:3:forces:R:3:mulliken_charge:R:1
O -3.217 0.473 -4.330 -0.3763 0.2206 2.6656 -0.542
O 1.273 5.931 3.952 0.4935 -0.2661 -0.3118 -0.514
H -1.970 -3.779 -8.350 -0.7443 -0.4013 -0.1859 0.262
F -5.708 -6.561 3.297 -0.5165 0.0174 0.1667 -0.238
O -2.031 -4.952 8.087 0.4875 -2.7381 -0.1223 -0.276
H -2.331 -1.469 2.888 0.5705 -0.1007 0.3831 0.399
F -7.342 -5.365 2.533 -0.1486 -0.0803 -0.0895 -0.245
H 5.733 2.791 -2.345 -0.0069 -0.0695 0.1993 0.258
H -0.231 -2.175 -7.905 -0.5069 -0.3857 0.2784 0.380
C -2.610 -4.119 9.130 0.5086 -0.8882 0.8799 -0.227
C 8.837 2.928 4.190 -0.1184 0.1781 -0.1422 -1.147
F -1.283 -6.203 6.015 -0.4495 -1.0922 0.0633 -0.238
C -0.655 -2.278 -8.904 -0.9284 0.9855 -0.0153 -1.146
H 9.469 3.792 4.399 -0.1134 0.1097 -0.1025 0.374
H -2.912 -2.296 -8.667 0.4543 0.3223 0.6915 0.338
F -3.233 -5.699 -12.138 -1.4359 -0.8767 -0.1317 -0.240
H -1.053 0.108 1.709 0.6298 0.3767 -0.5585 0.303
H -0.802 -1.244 -9.218 0.8256 -0.0169 -0.6683 0.286
H -8.224 -1.816 5.331 -0.0728 0.1411 -0.0615 0.331
H -8.419 -3.965 6.627 -0.1666 0.0538 -0.3686 0.328
C -0.541 -0.853 1.756 -1.5026 0.0779 1.1709 -0.189
F -7.727 -7.323 3.332 -0.8380 -1.2939 -0.1689 -0.224
C -7.481 -3.622 6.189 1.1299 -0.3610 1.1644 -0.140
C -3.436 -3.989 -10.606 -0.4010 1.0044 4.2608 0.367
H 0.495 5.190 -9.226 -0.3402 0.0532 0.5523 0.313
H -7.567 -1.594 6.930 0.2103 -0.1839 0.0618 0.379
H -3.427 -4.666 9.601 -0.0675 -0.0699 -0.0583 0.318
C 8.042 0.292 2.682 1.7812 1.4780 -0.6683 0.443
H -1.301 -4.643 10.770 -0.1456 0.1839 0.2670 0.294
C 5.481 3.790 -1.990 0.1049 -0.5607 0.4344 -0.716
O 1.518 6.053 -6.853 0.6303 -1.1891 -1.6035 -0.227
F 2.465 8.450 -6.659 0.3374 0.0117 -1.4182 -0.231
C 1.797 8.007 -5.630 0.3943 0.0703 1.5601 0.862
C 7.295 -1.047 3.010 -1.2594 -0.1682 -0.9119 0.792
H 4.414 3.809 -1.766 0.0234 0.2584 -0.3219 0.267
C 2.831 8.462 2.365 -0.0010 -1.7640 0.3190 -1.072
F 7.572 -1.578 4.192 0.3671 0.1555 -0.2836 -0.223
F -2.429 -8.033 6.650 0.3527 0.7762 -0.3235 -0.228
H -2.636 -3.246 -1.830 0.1564 -0.1836 -0.2203 0.255
C 2.415 7.077 1.756 -0.7915 2.4003 -1.1689 -0.221
H 2.105 4.646 -9.209 0.1853 -0.3502 0.0902 0.315
F -0.393 -7.735 7.241 1.0183 -0.5840 0.2182 -0.240
O 0.064 -1.229 0.498 0.8857 0.4228 -0.3723 -0.181
H 2.747 6.973 0.723 0.2008 0.0538 0.0833 0.320
H 2.380 8.474 3.357 -0.1804 0.4832 -0.0420 0.287
C -3.434 0.315 -3.135 -0.0726 -3.2523 -2.6891 0.344
F 1.007 -0.130 -2.248 -0.8079 0.6346 -0.7708 -0.237
H 0.781 3.470 -8.972 0.1346 -0.0060 0.1385 0.358
C -3.388 -3.347 -2.614 -0.8458 1.0982 0.1969 -1.136
O -4.273 -4.317 -9.753 2.1823 0.6241 -2.8421 -0.542
F -4.722 2.137 -2.412 0.5781 -0.1758 0.2442 -0.233
H 8.301 2.676 5.105 0.4833 -0.3663 0.2602 0.326
O 2.970 6.006 2.439 0.4447 -1.7132 1.5574 -0.280
O 8.913 0.611 3.678 -1.0909 -1.8779 -0.3976 -0.285
F 1.011 -2.237 -1.788 0.6613 0.9289 0.6843 -0.226
O -2.486 -7.029 9.125 1.1832 1.3404 -1.0816 -0.481
C -1.992 -6.393 8.218 -2.9690 2.7702 2.8241 0.298
O -3.592 -0.939 -2.558 -0.2106 2.0612 -0.2913 -0.199
C 3.005 4.335 4.120 0.0922 -1.1608 -0.1733 0.912
C -7.020 -6.256 3.480 1.3066 1.6281 -0.7437 0.870
H -2.508 -1.982 -3.915 -0.1519 0.2300 -0.5275 0.302
C -7.179 -5.675 4.869 1.4140 0.2324 4.1214 0.368
H 10.538 1.686 4.351 -0.0835 -0.7092 -0.1490 0.287
C 1.252 4.633 -7.188 -2.1061 0.4217 -0.3376 -0.250
F 2.836 -0.969 -1.584 -0.6479 -0.7365 0.2800 -0.236
H 6.008 3.983 -1.055 0.0736 -0.0881 -0.0509 0.237
C 1.555 6.466 -5.626 -0.4243 -1.2173 2.4710 0.425
C 1.143 4.468 -8.728 0.8980 0.5274 0.6049 -1.128
H 1.834 3.883 -6.653 0.8461 0.6231 -0.2219 0.357
H 0.257 4.462 -6.776 -0.1795 0.0046 0.0185 0.276
O 7.960 0.887 1.625 -0.4260 -1.1882 1.7918 -0.533
F -2.530 2.209 -2.137 -0.8214 -0.1135 -0.0250 -0.237
C -3.462 -4.394 -12.081 1.7125 0.4803 0.5574 0.843
H 8.012 3.213 3.536 0.3347 0.0610 -0.4882 0.314
H 10.103 2.013 2.661 -0.1762 -0.2351 -0.0839 0.293
N 6.269 5.456 -3.799 0.4095 0.7642 -0.8600 -0.370
C 9.708 1.780 3.650 -0.8630 1.8174 0.3603 -0.153
C 1.495 -1.024 -1.419 0.8914 -0.0773 0.1450 0.862
C -1.517 -7.111 7.002 0.0996 0.8343 -1.4525 0.875
C 2.302 5.507 3.496 -0.9378 1.7492 -0.6416 0.320
C -2.056 -2.894 -8.980 0.4573 -0.3795 1.8769 -0.208
H -4.362 -3.411 -2.130 0.0351 -0.9119 0.0567 0.320
F 2.232 3.223 4.015 0.2481 0.7275 0.4603 -0.247
H -3.031 -3.227 8.665 0.2724 -0.2061 -0.3892 0.324
C -1.688 -1.825 2.083 0.3663 0.0581 -1.4119 -1.166
H -6.717 -3.862 6.928 0.1038 -0.4053 -0.0159 0.233
H 1.329 6.994 1.729 -0.0477 -0.0199 0.1908 0.327
O -7.181 -4.337 4.974 -0.7793 0.0225 -1.7663 -0.241
O -2.338 -3.204 -10.305 -1.1324 -1.9543 -2.7680 -0.190
C 5.919 4.727 -2.998 -0.6296 -0.3195 0.6041 0.332
C 1.138 -0.548 0.018 0.1006 1.7720 3.3503 0.374
H -4.272 -2.110 -4.173 -0.0379 0.1909 0.1218 0.333
H 2.548 9.322 1.759 -0.0878 -0.2374 0.0558 0.365
O 1.716 0.372 0.627 -1.6389 -3.0176 -2.4452 -0.582
H 0.106 -0.822 2.633 0.7684 -0.0114 -0.6146 0.313
C -3.628 1.422 -2.125 0.5879 0.1022 1.0916 0.864
H -2.054 -2.981 10.827 0.3436 -0.0942 0.2844 0.356
C -3.477 -2.083 -3.428 1.5979 0.3911 -0.3567 -0.225
F 2.521 8.392 -4.560 -0.4848 -0.4695 0.1784 -0.244
H -2.361 -1.810 1.226 -0.0051 -0.3075 -0.2061 0.251
F 0.623 8.639 -5.583 -0.3625 -0.0107 0.0167 -0.248
C -1.573 -3.744 10.216 -0.5498 -0.4931 -1.1812 -1.079
F -4.615 -3.976 -12.606 0.6491 -0.7136 -0.4032 -0.214
H 3.907 8.443 2.544 0.0878 0.1841 -0.2786 0.302
F 7.580 -1.930 2.022 0.1909 0.4263 0.7710 -0.241
H -3.153 -4.119 -3.346 -0.2187 -0.3768 0.5023 0.381
F 3.282 4.599 5.395 -0.2971 -0.2166 0.1842 -0.255
F 4.140 4.067 3.507 0.7848 -0.2363 -0.2545 -0.245
O 1.368 5.802 -4.608 0.4891 1.5245 -2.0148 -0.585
H -1.296 -2.835 2.208 -0.3127 0.0051 0.3234 0.318
F -3.737 0.902 -0.876 -0.1631 0.7034 -0.7428 -0.232
H 0.055 -2.886 -9.463 -0.1472 0.3807 -0.3664 0.308
H -0.663 -3.373 9.745 -0.0958 0.2642 0.0640 0.301
F -2.382 -3.913 -12.732 -0.9859 0.9382 -0.2711 -0.243
H -6.497 -1.777 5.496 0.1604 -0.2365 0.2873 0.297
O -7.049 -6.402 5.842 -0.8617 0.6418 -1.5866 -0.537
C -7.408 -2.118 5.988 -0.9276 -0.1716 -0.9979 -1.179
F 5.942 -0.881 2.968 0.9538 0.3324 0.0317 -0.245
```
Forces are in eV/Å.

As for the SMILES: CCOC(=O)C(F)(F)F.CCOC(=O)C(F)(F)F.CCOC(=O)C(F)(F)F.CCOC(=O)C(F)(F)F.CCOC(=O)C(F)(F)F.CCOC(=O)C(F)(F)F.CCOC(=O)C(F)(F)F.CCOC(=O)C(F)(F)F.CC#N. As for the HOMO-LUMO gap: 11.269 eV. Its HOMO energy is -11.14 eV. As for the net charge: 0. The calculation puts the LUMO energy at 0.0048 Eh.